46
Properties=species:S:1:pos:R:3:forces:R:3 method="wB97M-V/def2-TZVPD" smiles=CC[C@@H](C)CN.O.O.O.O.O.O.O.O.O multiplicity=1 gap_ev=9.078
C 0.172 -2.039 -3.041 -0.1 0.7 -0.6
C 0.085 -0.996 -1.895 -0.3 -2.4 -0.5
C 1.468 -0.419 -1.596 -0.4 0.9 1.5
C 1.906 0.561 -2.673 0.0 1.2 0.6
C 1.395 0.247 -0.178 0.7 -0.2 -1.4
N 1.672 -0.758 0.836 0.4 -0.2 0.6
H -0.727 -2.336 -3.588 -0.7 -0.2 0.9
H 0.634 -1.560 -3.900 0.9 -0.2 0.0
H 0.709 -2.924 -2.704 0.2 0.0 -0.3
H -0.649 -0.248 -2.175 0.1 0.5 0.1
H -0.338 -1.559 -1.032 0.5 0.8 -0.3
H 2.300 -1.139 -1.480 -1.1 -0.2 -0.6
H 1.469 1.586 -2.612 -0.7 -0.9 -0.1
H 2.940 0.866 -2.491 0.3 -0.7 -0.6
H 1.696 0.095 -3.635 0.5 0.5 -0.2
H 2.210 0.995 -0.199 -0.5 -0.1 0.6
H 0.423 0.729 -0.107 -0.1 0.3 0.3
H 1.073 -1.576 0.808 -0.2 0.2 -0.4
H 1.614 -0.404 1.784 0.0 0.3 -0.2
O -0.262 -4.303 -0.254 0.5 -0.8 -0.7
H -0.498 -4.147 0.658 -0.2 0.3 0.1
H -0.883 -3.799 -0.787 0.1 -0.1 0.2
O -3.844 1.238 0.421 -0.4 1.1 0.4
H -3.512 1.528 1.326 -0.1 -0.9 -0.8
H -4.584 1.851 0.268 0.2 -0.5 -0.1
O -2.510 3.530 -0.981 -0.3 -0.7 -0.2
H -2.661 2.819 -0.334 0.1 0.2 0.1
H -2.878 3.070 -1.754 0.2 0.5 0.0
O -1.168 -0.635 3.595 0.2 -0.6 0.3
H -0.336 -1.103 3.476 0.1 0.1 -0.3
H -1.206 -0.501 4.548 -0.2 0.1 0.0
O -2.532 1.474 2.606 0.0 0.4 0.2
H -2.097 0.604 2.706 0.2 0.7 0.0
H -1.847 2.123 2.380 0.1 -0.6 0.4
O -1.316 -2.195 0.846 -0.1 0.2 0.8
H -2.031 -2.175 0.209 -0.3 0.2 0.0
H -1.698 -1.909 1.685 -0.2 0.1 -0.1
O 4.136 -2.054 -0.657 0.7 0.4 -0.5
H 3.518 -1.396 -0.320 -0.1 -0.4 0.6
H 3.881 -2.905 -0.312 -0.3 -0.2 0.3
O 0.510 2.074 2.741 -0.6 -0.3 -0.1
H 1.085 2.357 3.451 0.2 0.3 -0.1
H 0.617 2.650 1.964 0.4 -0.5 0.1
O 0.876 3.965 0.771 0.9 -1.1 -0.1
H 0.540 4.414 -0.009 -0.5 0.4 0.6
H 0.649 4.306 1.635 -0.5 1.2 -0.5


15
Properties=species:S:1:pos:R:3:forces:R:3 method="wB97M-V/def2-TZVPD" smiles="CC1(C)NC1=C=N" multiplicity=1 gap_ev=9.246
C -1.000 1.434 -0.315 -0.2 0.1 -0.1
C -0.366 0.076 -0.213 -0.2 0.2 0.0
C -1.082 -0.975 0.617 0.0 0.0 0.0
N 0.369 -0.480 -1.398 -0.1 0.1 -0.4
C 1.071 0.065 -0.307 0.2 0.0 0.1
C 2.212 0.044 0.273 -0.3 -0.9 0.2
N 3.086 -0.501 0.969 0.1 0.3 -0.1
H -1.232 1.804 0.690 0.0 0.0 -0.2
H -1.920 1.395 -0.902 -0.1 0.1 0.1
H -0.291 2.132 -0.771 -0.2 0.0 0.0
H -2.083 -1.147 0.207 0.1 0.0 0.0
H -0.544 -1.928 0.609 0.0 0.2 -0.1
H -1.195 -0.654 1.659 0.0 0.0 -0.2
H 0.385 0.131 -2.209 -0.3 0.2 0.0
H 2.591 -1.397 1.091 1.0 -0.3 0.6


82
Properties=species:S:1:pos:R:3:forces:R:3 method="wB97M-V/def2-TZVPD" total_charge=+2 multiplicity=2 gap_ev="5.849 / 3.646"
Ir 0.239 -0.032 -0.168 -3.5 -0.2 0.8
Se -3.028 0.576 -1.505 -0.2 0.3 0.3
Se -1.414 -0.702 -2.575 1.3 0.0 0.7
C -1.429 -2.254 -1.407 -0.1 0.3 -0.3
C -2.111 -3.406 -1.736 0.0 0.1 0.0
C -2.008 -4.489 -0.869 0.1 0.1 0.1
C -1.245 -4.355 0.281 -0.2 0.0 -0.1
C -0.634 -3.141 0.550 0.1 -0.1 0.2
N -0.719 -2.111 -0.292 1.3 0.3 0.4
C -1.935 2.137 -1.190 -0.2 -0.4 -0.2
C -2.432 3.358 -1.616 0.0 -0.1 0.1
C -1.691 4.502 -1.368 0.1 -0.1 0.1
C -0.479 4.378 -0.705 -0.2 0.1 -0.1
C -0.049 3.119 -0.334 0.0 0.3 0.1
N -0.766 2.011 -0.565 1.9 -0.4 0.5
H -2.697 -3.447 -2.643 0.0 -0.1 0.0
H -2.512 -5.418 -1.093 0.0 0.0 0.0
H -1.118 -5.183 0.962 0.0 0.0 0.1
H -0.057 -2.987 1.453 0.1 0.0 0.0
H -3.372 3.396 -2.149 0.0 0.0 0.0
H -2.048 5.468 -1.696 0.0 0.0 0.0
H 0.128 5.245 -0.493 0.1 0.0 0.0
H 0.898 2.988 0.170 -0.1 0.0 0.0
O 0.003 -0.004 1.986 -0.3 0.3 -4.3
Si 0.659 -0.288 3.398 1.2 -0.1 3.2
C 2.054 -1.581 3.242 -0.7 0.5 -0.4
C 2.735 -2.106 4.337 0.1 -0.1 -0.1
C 3.775 -3.008 4.151 0.0 0.1 0.1
C 4.155 -3.389 2.871 0.0 0.0 -0.1
C 3.477 -2.885 1.772 0.1 0.0 -0.2
C 2.429 -1.994 1.963 0.3 -0.1 0.1
C -0.455 -0.894 4.829 0.6 0.3 -1.6
C -0.901 -2.212 4.786 -0.4 0.0 0.5
C -1.696 -2.704 5.812 0.1 -0.2 -0.2
C -2.036 -1.890 6.881 0.0 0.0 0.0
C -1.598 -0.576 6.917 0.1 0.1 0.0
C -0.806 -0.072 5.892 -0.3 -0.2 0.2
C 1.447 1.323 4.081 -0.6 -1.0 -0.8
C 1.262 2.493 3.351 0.4 0.3 0.4
C 1.945 3.650 3.710 -0.2 0.1 -0.1
C 2.784 3.646 4.813 0.1 0.1 0.0
C 2.942 2.489 5.562 -0.1 -0.1 0.2
C 2.269 1.326 5.202 0.2 0.4 0.0
H 2.463 -1.817 5.343 -0.1 0.0 0.0
H 4.291 -3.413 5.011 0.0 0.0 0.0
H 4.972 -4.084 2.734 0.0 0.0 0.0
H 3.764 -3.179 0.771 0.0 -0.1 0.0
H 1.896 -1.601 1.097 0.0 -0.1 0.0
H -0.631 -2.863 3.964 0.1 0.0 -0.1
H -2.041 -3.728 5.775 0.0 0.0 0.1
H -2.637 -2.283 7.688 -0.1 0.0 0.0
H -1.870 0.065 7.745 0.0 0.0 0.1
H -0.473 0.956 5.941 0.0 0.0 -0.1
H 0.590 2.493 2.501 0.0 0.0 -0.1
H 1.810 4.559 3.138 0.0 0.1 0.0
H 3.307 4.548 5.100 0.0 0.0 0.0
H 3.585 2.490 6.432 0.0 0.0 0.0
H 2.406 0.432 5.795 0.0 -0.1 0.0
C 5.857 0.815 2.111 -0.1 0.1 0.4
C 6.177 0.494 0.781 -0.1 -0.2 -1.0
C 5.176 0.383 -0.153 1.0 0.1 0.1
C 3.833 0.572 0.235 -1.2 -0.7 -0.5
C 3.526 0.936 1.561 0.4 0.3 0.9
C 4.527 1.035 2.496 -0.5 0.1 0.1
Si 2.443 0.161 -1.039 0.3 0.7 -0.4
C 2.800 1.542 -2.324 -0.5 -0.8 0.9
C 2.945 1.188 -3.663 0.0 0.1 -0.1
C 3.165 2.169 -4.617 0.0 -0.1 -0.1
C 3.216 3.505 -4.246 0.0 0.0 0.0
C 3.088 3.862 -2.911 0.0 0.0 0.1
C 2.905 2.881 -1.949 0.0 0.1 -0.1
H 6.644 0.911 2.846 0.1 0.0 0.0
H 7.206 0.346 0.486 0.0 -0.1 0.1
H 5.418 0.137 -1.178 0.0 0.0 0.0
H 2.497 1.107 1.849 0.1 0.0 0.0
H 4.291 1.284 3.523 0.0 0.0 0.0
H 2.986 -1.049 -1.723 -0.4 -0.1 0.2
H 2.891 0.151 -3.968 0.0 -0.1 0.0
H 3.298 1.887 -5.652 0.0 0.0 -0.1
H 3.374 4.268 -4.996 0.0 0.0 0.0
H 3.145 4.901 -2.616 0.1 0.0 0.0
H 2.873 3.158 -0.903 -0.1 0.1 0.1


98
Properties=species:S:1:pos:R:3:forces:R:3 method="wB97M-V/def2-TZVPD" multiplicity=1 gap_ev=8.267
O -0.188 -3.100 0.002 -4.7 -0.8 -0.6
H -0.655 -2.425 -0.489 0.4 0.4 0.0
H -0.875 -3.575 0.470 -0.2 -0.3 0.0
O 0.639 2.155 1.999 0.1 0.9 4.9
H 0.367 1.446 2.581 -1.1 0.3 -0.1
H 0.568 2.946 2.534 -0.1 0.4 0.4
O 2.544 0.151 -2.383 1.1 1.7 -2.0
H 2.964 0.957 -2.083 -0.2 1.0 -0.5
H 3.174 -0.540 -2.174 0.3 1.3 -1.3
O 1.851 2.337 -1.744 3.8 2.7 -5.4
H 1.159 2.853 -2.157 0.4 0.5 0.1
H 1.394 1.792 -1.103 0.4 1.4 -1.5
O 1.172 -0.930 3.442 -0.2 -0.4 2.0
H 1.205 0.026 3.416 0.8 0.1 0.6
H 1.969 -1.210 2.990 0.3 0.1 0.1
O 2.823 2.142 0.942 3.7 0.4 0.7
H 2.392 1.564 1.572 0.4 0.4 -0.1
H 2.404 1.939 0.105 0.5 0.7 0.5
C -2.069 -1.408 2.224 -0.1 -1.1 0.2
O -2.453 -0.265 2.315 -5.1 -7.9 -0.5
N -2.845 -2.430 1.941 -3.6 -0.8 -0.7
N -0.876 -1.798 2.423 2.2 -1.5 0.2
H -2.513 -3.349 1.683 -0.7 0.4 0.2
H -3.810 -2.133 1.958 -0.2 -1.1 -0.5
H -0.119 -1.178 2.674 0.4 -0.7 0.3
H -0.865 -2.804 2.507 1.4 0.5 0.4
C -0.594 1.650 -3.221 1.3 1.6 -0.7
C -1.484 2.873 -3.028 -1.9 -1.2 0.2
C -2.411 2.669 -1.893 -1.4 -1.6 -0.3
O -0.792 4.077 -2.812 1.2 0.1 -0.3
H 0.114 1.507 -2.405 -0.8 -0.2 -0.3
H 0.049 2.024 -4.018 0.3 -0.7 -0.4
H -1.046 0.701 -3.510 -0.3 0.4 0.0
H -2.142 2.992 -3.889 0.3 -0.1 -0.7
H -3.158 3.454 -1.775 0.2 0.4 -0.2
H -1.977 2.448 -0.918 0.1 0.3 -3.2
H -3.028 1.777 -2.006 0.0 0.0 -0.6
H -1.389 4.785 -3.066 0.1 0.1 0.1
C 1.373 -0.258 0.742 -1.8 -0.2 -0.8
C 0.586 0.486 -0.300 -2.1 1.1 2.9
C -0.937 0.267 -0.211 2.5 0.6 0.9
O 0.852 1.881 -0.053 -5.2 -2.4 -0.7
H 1.215 -1.309 0.500 -0.2 0.4 0.6
H 1.141 -0.108 1.796 -0.7 0.3 -1.6
H 2.458 -0.156 0.746 -3.3 1.9 -1.0
H 0.981 0.311 -1.300 -0.4 -0.4 0.2
H -1.158 -0.799 -0.271 1.9 1.5 1.3
H -1.473 0.812 -0.988 0.7 -0.6 -0.2
H -1.423 0.674 0.676 1.4 -0.7 0.1
H 0.387 2.275 0.689 -0.3 -0.4 0.2
C -3.996 -0.256 -3.002 -0.1 0.2 0.0
C -3.596 -1.524 -2.230 -0.4 0.7 0.1
C -2.263 -1.334 -1.486 -2.5 -0.4 -2.0
O -4.618 -1.793 -1.264 -0.1 -0.8 0.1
H -4.890 -0.396 -3.609 0.1 -0.4 -0.1
H -3.209 0.175 -3.621 0.1 -0.3 -0.1
H -4.276 0.559 -2.335 0.0 -0.2 0.4
H -3.645 -2.359 -2.928 0.3 -0.2 0.1
H -2.396 -0.615 -0.678 -2.1 -1.2 -1.1
H -1.499 -0.853 -2.096 -0.2 -0.4 -0.4
H -1.833 -2.240 -1.058 -1.3 -0.1 -0.6
H -4.973 -0.985 -0.885 0.2 0.3 -0.1
C 3.682 -1.040 1.078 3.5 -2.8 0.8
C 4.204 -0.794 2.476 -0.7 0.6 1.0
C 5.638 -0.393 2.457 0.3 0.0 -0.3
O 3.404 0.215 3.074 -0.3 1.8 0.1
H 3.736 -0.163 0.434 1.1 0.2 0.6
H 2.738 -1.563 0.928 1.5 -0.4 1.1
H 4.373 -1.760 0.639 0.6 -0.1 0.1
H 4.053 -1.554 3.243 0.3 -1.4 -0.8
H 5.714 0.493 1.827 0.4 -0.2 -0.4
H 6.121 -1.295 2.080 0.7 0.4 -0.2
H 6.080 -0.110 3.412 -0.3 -0.3 0.3
H 3.835 0.483 3.889 0.0 0.1 0.1
C 1.939 -4.233 -1.622 0.0 -0.1 -0.9
C 2.664 -3.149 -0.792 -1.4 -1.7 1.1
C 2.744 -1.786 -1.396 -0.4 -3.5 0.2
O 1.927 -3.152 0.403 4.2 -0.5 2.7
H 2.105 -5.235 -1.225 0.4 0.1 0.1
H 2.135 -4.248 -2.694 0.5 0.0 -0.1
H 0.855 -4.136 -1.575 0.2 0.4 0.1
H 3.648 -3.483 -0.463 0.3 -0.2 -0.5
H 1.829 -1.195 -1.348 0.2 -1.4 0.1
H 2.955 -2.071 -2.426 0.1 0.5 -0.3
H 3.537 -1.179 -0.960 -0.1 -0.9 -0.2
H 0.968 -3.144 0.360 1.0 -0.1 -0.5
C -4.151 2.413 2.070 -0.5 0.6 0.4
C -2.839 1.866 1.476 1.1 2.8 2.0
C -2.108 2.983 0.657 -1.0 -0.3 1.4
O -1.826 1.560 2.479 0.6 8.3 -0.2
H -4.075 3.223 2.795 1.1 0.2 0.0
H -4.810 1.768 2.652 0.2 -0.9 -0.4
H -4.762 2.904 1.312 -0.1 -0.4 -0.5
H -3.034 0.925 0.960 -0.4 0.8 -0.6
H -1.302 2.456 0.146 0.3 0.8 1.2
H -1.678 3.801 1.234 -0.2 -0.3 0.6
H -2.718 3.407 -0.141 -0.1 0.5 1.8
H -1.886 0.613 2.626 1.1 1.0 1.3


ΔE to the lowest compared entry with this formula, charge and spin per entry: 2.027; 3.651; 2.697; 22.863 eV
Energy per entry: -940.97429; -304.70134; -7215.02046; -1849.13694 a.u.
Molecular weight per entry: 249.301; 96.133; 965.034; 528.722 Da